(1)
ORCA calculation (wB97M-V/def2-TZVPD) on a cluster of 2 separate species, C4H12NO2S in total in a non-equilibrium geometry.

Properties
E_HOMO = -3.208 eV
Molar mass = 138.2 g/mol
Total energy = -20763.0912 eV
Total charge = -1
Strongest force on any atom = 0.043 hartree/bohr
LUMO = 3.246 eV
Gap between HOMO and LUMO = 6.454 eV

Positions of all 20 atoms, in Å:
H (-1.512, -2.066, 0.953)
O (-2.193, -2.236, 1.684)
H (1.017, -1.017, -2.061)
S (0.986, 2.191, 2.236)
C (0.962, 0.173, 0.286)
H (1.577, -0.718, 0.127)
C (1.783, 1.348, 0.830)
H (-0.157, 1.503, -1.088)
N (0.775, -0.048, -2.173)
H (-1.717, -0.001, -1.757)
H (-2.983, -2.306, 1.139)
C (-1.256, -0.307, -0.784)
H (0.144, 0.185, -2.930)
H (0.245, -0.172, 1.041)
H (-1.720, 0.259, 0.072)
H (1.893, 2.130, 0.087)
C (0.146, 0.458, -0.951)
H (0.319, 1.166, 2.779)
O (-1.101, -1.620, -0.583)
H (2.791, 1.081, 1.095)

(2)
ORCA calculation (wB97M-V/def2-TZVPD) on an isolated molecule of C4H9N3 in a non-equilibrium geometry.

Properties
E_HOMO = -8.197 eV
Molar mass = 99.1 g/mol
Total energy = -8762.5922 eV
Total charge = 0
Strongest force on any atom = 0.064 hartree/bohr
LUMO = 0.909 eV
Gap between HOMO and LUMO = 9.106 eV

Positions of all 16 atoms, in Å:
N (0.081, -2.290, 0.390)
H (1.633, 2.185, 0.330)
H (2.107, -2.179, 0.857)
C (-1.959, 0.436, -0.799)
H (0.671, 0.573, -1.406)
H (-0.794, -1.511, 0.121)
N (-0.966, -0.030, -0.200)
C (1.250, -1.631, 0.482)
H (-2.953, 0.054, -0.592)
H (-0.023, 2.587, -0.173)
C (0.587, 1.852, 0.354)
H (0.051, -3.203, 0.816)
C (0.490, 0.485, -0.318)
N (1.450, -0.384, 0.228)
H (-1.890, 1.283, -1.483)
H (0.265, 1.772, 1.392)

(3)
ORCA calculation (wB97M-V/def2-TZVPD) on the ion C10H5N6O4 with charge -1 in a non-equilibrium geometry.

Properties
E_HOMO = -4.721 eV
Molar mass = 273.2 g/mol
Total energy = -27576.2677 eV
Total charge = -1
Strongest force on any atom = 0.067 hartree/bohr
LUMO = 2.474 eV
Gap between HOMO and LUMO = 7.195 eV

Positions of all 25 atoms, in Å:
H (0.364, 1.014, 1.391)
N (0.698, 2.024, -2.711)
C (0.895, 2.590, -0.546)
C (-0.756, -2.426, 0.688)
O (-3.454, -0.171, 0.818)
C (1.062, -0.809, 0.431)
C (-1.661, -1.346, 0.662)
H (1.301, 4.052, -2.148)
C (-1.306, -3.719, 0.968)
O (-2.570, 1.959, 0.527)
N (-3.003, -1.476, 0.892)
N (2.454, -0.523, 0.544)
C (0.181, 0.408, 0.481)
N (0.475, 1.289, -0.634)
C (-1.225, -0.036, 0.446)
H (1.143, 3.048, 0.394)
C (1.010, 3.054, -1.850)
C (0.373, 0.962, -1.961)
C (0.616, -2.126, 0.500)
O (3.294, -1.459, 0.543)
O (2.804, 0.684, 0.680)
H (0.061, -0.027, -2.285)
H (1.341, -2.943, 0.443)
N (-1.746, -4.786, 1.168)
N (-2.351, 0.763, 0.556)

(4)
ORCA calculation (wB97M-V/def2-TZVPD) on a cluster of 2 separate species, C5H10O2 in total in a non-equilibrium geometry.

Properties
E_HOMO = -8.067 eV
Molar mass = 102.1 g/mol
Total energy = -9439.7164 eV
Total charge = 0
Strongest force on any atom = 0.052 hartree/bohr
LUMO = 0.290 eV
Gap between HOMO and LUMO = 8.357 eV

Positions of all 17 atoms, in Å:
H (1.034, -2.861, 1.373)
C (-0.240, -0.058, 0.499)
C (-1.388, 0.655, -0.030)
H (-2.640, 0.860, -1.746)
C (-2.333, 0.249, -0.902)
C (1.197, -2.177, 0.544)
H (-0.750, -1.935, -0.338)
H (1.448, -2.782, -0.329)
H (1.161, 1.200, 0.747)
O (0.723, 0.542, 1.302)
H (1.998, -1.467, 0.726)
O (1.347, 1.687, -1.184)
H (0.455, 1.348, -1.335)
C (-0.010, -1.351, 0.207)
H (1.440, 2.356, -1.864)
H (-2.859, -0.699, -0.807)
H (-1.479, 1.711, 0.240)

(5)
ORCA calculation (wB97M-V/def2-TZVPD) on a structure of composition C4H3N3O in a non-equilibrium geometry.

Properties
E_HOMO = -10.661 eV
Molar mass = 109.1 g/mol
Total energy = -10709.1411 eV
Total charge = 0
Strongest force on any atom = 0.164 hartree/bohr
LUMO = -0.234 eV
Gap between HOMO and LUMO = 10.427 eV

Positions of all 11 atoms, in Å:
O (-1.128, 1.993, 0.900)
N (0.833, 0.551, -1.255)
H (0.278, -2.649, -0.730)
H (-0.079, -0.773, 2.355)
C (-0.772, -0.592, 1.378)
N (0.186, 0.382, -0.166)
C (0.685, -1.598, -0.591)
C (-0.072, -0.898, 0.104)
H (-1.921, -0.583, 1.504)
C (-0.688, 0.809, 0.831)
N (1.243, -0.686, -1.529)

(6)
ORCA calculation (wB97M-V/def2-TZVPD) on an isolated molecule of C3H7NSi in a non-equilibrium geometry.

Properties
E_HOMO = -9.731 eV
Molar mass = 85.2 g/mol
Total energy = -12588.6067 eV
Total charge = 0
Strongest force on any atom = 0.099 hartree/bohr
LUMO = 0.932 eV
Gap between HOMO and LUMO = 10.663 eV

Positions of all 12 atoms, in Å:
H (0.035, -1.333, 0.419)
Si (2.148, 0.236, -0.039)
C (-2.491, -0.282, 0.065)
C (-0.755, 0.384, 0.082)
H (3.200, -0.149, -1.024)
H (-2.699, -1.416, 0.010)
C (0.325, -0.382, 0.117)
H (-4.247, 0.113, -0.291)
N (-3.376, 0.582, -0.066)
H (2.676, 0.094, 1.264)
H (1.789, 1.693, -0.343)
H (-0.703, 1.390, -0.001)

(7)
ORCA calculation (wB97M-V/def2-TZVPD) on an isolated molecule of C6H6N2 in a non-equilibrium geometry.

Properties
E_HOMO = -8.714 eV
Molar mass = 106.1 g/mol
Total energy = -9295.1135 eV
Total charge = 0
Strongest force on any atom = 0.064 hartree/bohr
LUMO = 0.293 eV
Gap between HOMO and LUMO = 9.007 eV

Positions of all 14 atoms, in Å:
H (0.063, 0.759, 2.057)
H (-1.698, 0.988, -0.785)
C (1.928, -1.314, 0.188)
C (2.193, 0.863, -0.438)
C (-0.328, -0.254, 0.177)
N (2.620, -0.430, -0.539)
H (2.485, -2.195, 0.474)
C (0.405, 0.716, 1.035)
N (1.383, 1.349, 0.479)
C (0.593, -1.222, 0.373)
H (2.859, 1.551, -0.885)
H (-2.313, -0.247, 0.515)
H (-1.586, -0.692, -1.351)
C (-1.687, -0.071, -0.412)

(8)
ORCA calculation (wB97M-V/def2-TZVPD) on a structure of composition C2H2FNaO.

Properties
E_HOMO = -9.200 eV
Molar mass = 84.0 g/mol
Total energy = -11287.5361 eV
Total charge = 0
Strongest force on any atom = 0.015 hartree/bohr
LUMO = -0.617 eV
Gap between HOMO and LUMO = 8.583 eV

Positions of all 7 atoms, in Å:
H (-0.952, -1.423, -0.180)
O (0.363, 1.459, -0.170)
H (-2.342, -0.120, -0.140)
F (1.927, -0.859, 0.865)
C (-1.286, -0.389, -0.124)
Na (2.677, 0.769, -0.155)
C (-0.388, 0.563, -0.094)

The ΔE to the lowest compared entry with this formula, charge and spin results, record by record, are as follows: 22.4 44.6 0.0 76.7 104.0 71.8 83.7 0.0 kcal/mol.